(one)
{"formula": "CCl2N2", "method": "wB97M-V/def2-TZVPD", "symbols": ["Cl", "C", "Cl", "N", "N"], "coordinates": [[0.070, 0.876, 1.592], [0.296, 0.237, 0.033], [0.473, 1.101, -1.424], [0.181, -1.212, -0.054], [-1.021, -1.002, -0.147]], "smiles": "ClC1(Cl)N=N1", "gap_ha": [0.338, 0.338], "lumo_ev": [0.2, 0.2]}


(two)
{"formula": "CCl2N2", "method": "wB97M-V/def2-TZVPD", "symbols": ["C", "N", "N", "Cl", "Cl"], "coordinates": [[-1.193, 0.030, -0.161], [3.188, 0.011, -0.266], [2.231, 0.338, 0.173], [-1.809, -1.532, -0.001], [-2.417, 1.154, 0.254]], "gap_ha": 0.320, "lumo_ev": -1.1}


Bottom line: (two), by a margin of 36.9 kcal/mol.


(one)
{"formula": "C4H12S", "method": "wB97M-V/def2-TZVPD", "symbols": ["C", "S", "C", "H", "H", "H", "H", "H", "H", "C", "C", "H", "H", "H", "H", "H", "H"], "coordinates": [[1.477, -0.244, 0.219], [1.330, 1.057, 1.567], [0.497, 2.343, 0.504], [1.522, 0.296, -0.720], [2.417, -0.779, 0.318], [0.626, -0.909, 0.159], [0.626, 2.168, -0.580], [0.906, 3.318, 0.790], [-0.529, 2.200, 0.793], [-1.646, -1.605, -1.302], [-2.642, -2.440, -2.191], [-2.159, -0.785, -0.797], [-0.976, -2.238, -0.732], [-1.038, -1.039, -2.028], [-2.180, -3.206, -2.814], [-3.245, -1.702, -2.742], [-3.280, -2.911, -1.457]], "smiles": "CSC.CC", "gap_ha": 0.349, "lumo_ev": 1.0}


(two)
{"formula": "C4H12S", "method": "wB97M-V/def2-TZVPD", "symbols": ["C", "C", "S", "H", "H", "H", "H", "H", "H", "C", "C", "H", "H", "H", "H", "H", "H"], "coordinates": [[-0.610, -1.041, 1.028], [-1.152, -2.000, 0.005], [-0.619, -3.743, 0.037], [-0.986, -1.274, 2.018], [0.480, -1.023, 1.032], [-0.985, -0.045, 0.793], [-0.845, -1.714, -0.997], [-2.233, -1.934, -0.139], [-0.440, -3.826, 1.363], [1.234, 4.359, -0.975], [1.621, 5.530, -0.069], [1.744, 4.455, -1.938], [1.597, 3.391, -0.616], [0.172, 4.171, -1.110], [2.044, 6.340, -0.654], [2.402, 5.270, 0.651], [0.759, 5.853, 0.516]], "smiles": "CCS.CC", "gap_ha": 0.363, "lumo_ev": 0.9}


(three)
{"formula": "C4H12S", "method": "wB97M-V/def2-TZVPD", "symbols": ["C", "S", "C", "H", "H", "H", "H", "H", "H", "C", "C", "H", "H", "H", "H", "H", "H"], "coordinates": [[-1.562, -0.804, 0.261], [-1.346, -1.298, -1.518], [-1.439, 0.286, -2.405], [-2.633, -0.903, 0.412], [-1.019, -1.549, 0.828], [-1.208, 0.204, 0.445], [-0.708, 1.071, -2.211], [-2.395, 0.775, -2.197], [-1.445, -0.078, -3.426], [2.062, 1.082, 2.153], [3.417, 1.646, 2.686], [1.286, 1.218, 2.896], [1.799, 1.534, 1.198], [2.158, 0.022, 1.906], [4.114, 0.885, 3.011], [3.154, 2.391, 3.431], [3.886, 2.180, 1.857]], "smiles": "CSC.CC", "gap_ha": 0.347, "lumo_ev": 1.0}


Bottom line: (two), by a margin of 3.7 kcal/mol.